Entry A
Formula: C6H8N2
Source: the OMol25 dataset
Level of theory: wB97M-V/def2-TZVPD

XYZ file:
```
16
Properties=species:S:1:pos:R:3
C 1.0786 -1.1719 0.3791
N 1.9992 -0.6527 -0.3047
C -0.1912 1.2944 0.3307
H -2.0228 -0.6533 -0.9125
H -0.4937 -1.2457 -1.6927
C -0.5264 0.8863 -1.2319
H 1.2235 -2.0666 1.0007
N -1.1295 -1.1054 1.3979
H 0.1555 3.0936 1.6691
H -0.8733 -0.8181 2.3401
C -0.9500 -0.5249 -1.0207
H -1.3093 1.5583 -1.5694
H 2.8877 -1.1468 -0.2379
C -0.3157 -0.6328 0.5017
C 0.0324 2.2180 1.0860
H 0.4349 0.9677 -1.7356
```

Calculated values
HOMO-LUMO gap (alpha / beta) = 0.29244 / 0.29262 Ha
LUMO energy (alpha / beta) = -0.515 / -0.515 eV

Entry B
Formula: C6H8N2
Source: the OMol25 dataset
Level of theory: wB97M-V/def2-TZVPD

XYZ file:
```
16
Properties=species:S:1:pos:R:3
H -0.3720 -0.5992 -2.7767
C 0.4982 0.4272 1.4688
H -1.3649 0.2174 0.7137
N -0.1410 1.3022 -1.3029
H 0.5676 -2.7005 0.1430
H 0.6668 1.7266 -1.8811
H -0.9662 -0.6622 1.8998
C -0.4319 0.3458 0.4252
H -0.1092 2.5453 0.4478
C 0.4514 -0.7233 -0.5947
C -0.1116 -1.7967 -0.0006
C 0.1773 1.5543 0.0610
H -0.2513 0.9141 2.1579
N 0.2582 -1.0030 1.6355
C -0.4206 -0.6632 -1.5590
H 1.5493 -0.8849 -0.8376
```

Calculated values
HOMO-LUMO gap = 0.23799 Ha
LUMO energy = -1.451 eV

Name the most stable of them. entry A.

Entry A
Formula: C6H8N2
Source: the OMol25 dataset
Level of theory: wB97M-V/def2-TZVPD

XYZ file:
```
16
Properties=species:S:1:pos:R:3
C 1.2551 -0.1992 0.0729
C 0.3617 -1.3361 0.3286
H 0.7572 -2.3041 0.0420
H 2.8793 0.3848 -0.7699
C 1.1481 2.2719 0.0341
H -2.3548 -0.1510 -1.2084
C -1.1633 -1.0030 0.3020
C 0.8416 1.1181 0.6060
H 0.2474 1.0878 1.5107
H 1.6958 2.3175 -0.8981
N -0.6543 -1.3313 1.3985
H 0.8595 3.2142 0.4672
N 2.3005 -0.4387 -0.6135
C -2.4005 -0.9431 -0.4665
H -2.5212 -1.8893 -0.9999
H -3.2521 -0.7987 0.1944
```

Calculated values
HOMO-LUMO gap = 0.35990 Ha
LUMO energy = 0.651 eV

Entry B
Formula: C6H8N2
Source: the OMol25 dataset
Level of theory: wB97M-V/def2-TZVPD

XYZ file:
```
16
Properties=species:S:1:pos:R:3
H -2.3153 2.1255 -0.2505
N 2.0732 -1.6576 -0.9309
C 1.0228 -0.8923 -0.4934
N 0.0480 0.7444 0.7593
C -0.7356 0.5209 -0.3795
C -0.1537 -0.4234 -1.2161
H 1.8541 -0.0544 1.4788
H -1.6287 1.7051 2.2587
H -0.5167 -1.1061 -2.0568
C -1.9805 1.0777 0.0774
C 1.1001 -0.1626 0.6880
C -1.4207 0.9118 1.4100
H -2.7794 0.3534 -0.2438
H -1.8140 -0.0454 1.8534
H 3.0281 -1.3560 -0.5356
H 2.3288 -1.4217 -1.8217
```

Calculated values
HOMO-LUMO gap = 0.31915 Ha
LUMO energy = 1.092 eV

Entry C
Formula: C6H8N2
Source: the OMol25 dataset
Level of theory: wB97M-V/def2-TZVPD

XYZ file:
```
16
Properties=species:S:1:pos:R:3
H 0.7009 -2.2095 1.4158
N -1.1229 0.3132 1.6560
H -1.4098 1.2781 -0.5944
H -1.8138 -1.5464 1.5296
H 0.7166 0.3752 -2.7528
H -1.1063 0.7263 -3.0395
C -0.9863 -0.8671 1.3214
N 0.2334 0.8859 1.4986
H 1.3327 1.9545 -0.0184
C 1.0230 -0.1499 0.7551
C -0.2370 0.7171 -2.3406
C 0.2457 -1.3715 0.7203
C 0.6089 1.1194 0.0609
H 0.1624 -1.9687 -0.1697
C -0.4336 1.0136 -1.0160
H 2.0861 -0.2701 0.9737
```

Calculated values
HOMO-LUMO gap = 0.36396 Ha
LUMO energy = 0.950 eV

Entry D
Formula: C6H8N2
Source: the OMol25 dataset
Level of theory: wB97M-V/def2-TZVPD

XYZ file:
```
16
Properties=species:S:1:pos:R:3
H -0.9128 -2.1991 -1.0344
N 0.5677 1.2689 -0.8010
H -1.3030 0.2432 2.0023
C 0.7899 -1.0912 -0.2656
H 2.4790 0.2801 0.0526
H -1.7488 1.8164 -0.2611
H -2.3940 -0.4119 -0.0997
C 1.3650 0.3773 -0.0646
H 1.3616 -0.5548 1.8875
C -0.7757 1.1177 -0.0654
H 1.4031 -2.0963 -0.3440
C -1.4109 -0.2417 -0.1708
C 0.7590 -0.3744 1.0295
H 0.8205 2.2803 -0.6886
N -0.5276 -1.0993 -0.8682
C -0.7249 0.1214 1.2319
```

Calculated values
HOMO-LUMO gap = 0.31326 Ha
LUMO energy = 0.984 eV

Name the most stable of them. entry A.

Entry A
Formula: C6H8N2
Source: the OMol25 dataset
Level of theory: wB97M-V/def2-TZVPD

XYZ file:
```
16
Properties=species:S:1:pos:R:3
H 3.1702 0.3069 0.1308
H -1.7053 -1.9270 0.6710
C 1.0936 -0.2390 -0.1968
H 1.0798 1.9072 -0.8155
H -2.2687 -1.0632 -0.9106
H -0.6826 2.5160 0.7508
C -0.9191 0.9264 -0.5053
H 0.1709 -2.2444 -0.5945
N -1.1419 -1.1197 0.8007
C 2.3965 -0.4197 0.1490
C 0.4713 1.1272 -0.3880
H -1.6783 1.6005 -0.9686
N -0.3832 1.5168 0.8370
C -0.0446 -1.2953 -0.2602
H 2.7877 -1.3848 0.2731
C -1.3639 -0.5148 -0.4654
```

Calculated values
HOMO-LUMO gap = 0.36198 Ha
LUMO energy = 0.902 eV

Entry B
Formula: C6H8N2
Source: the OMol25 dataset
Level of theory: wB97M-V/def2-TZVPD

XYZ file:
```
16
Properties=species:S:1:pos:R:3
H 2.4475 -1.2967 -0.3371
H 0.5065 2.4635 0.2608
N 0.3611 -0.0693 -0.3149
C -0.1567 -1.4558 0.1386
N 2.7069 -0.3734 0.0310
H -2.2550 -2.1873 0.2384
H 0.1728 -1.7309 1.0534
H 0.0857 -2.1899 -0.6780
H -2.9098 0.4898 0.1321
C -0.5714 2.1307 0.0276
H -1.3129 2.9734 0.6215
C 1.6853 0.3458 0.1067
C -1.9084 0.0189 -0.0928
H 1.8694 1.3779 0.4354
C -0.6741 0.7812 -0.2589
C -1.7215 -1.2875 0.1222
```

Calculated values
HOMO-LUMO gap = 0.31961 Ha
LUMO energy = 0.667 eV

Name the most stable of them. entry B.